[1]
An isolated ion of composition C3H6N3 and charge +1 in a non-equilibrium geometry, computed with wB97M-V/def2-TZVPD.

Output
Charge = +1
LUMO = -4.2 eV
Spin multiplicity = 1
Gap between HOMO and LUMO = 0.380 hartree
Relative energy (zero: lowest compared OMol25 entry of this formula, charge and spin) = 5.5658 eV
Molar mass = 84.10 g mol⁻¹
SMILES = C1N=C1N1C[NH2+]1
E_tot = -7665.810 eV

Atoms and positions in Å:
C -0.231 2.260 -0.263
N -0.511 1.325 -1.432
C -0.003 0.794 -0.426
N 0.577 -0.309 0.035
C 0.079 -1.289 0.968
N 0.278 -1.638 -0.448
H -1.019 2.523 0.274
H 0.563 2.894 -0.264
H 0.836 -1.576 1.854
H -1.004 -1.021 1.347
H 1.109 -2.226 -0.625
H -0.672 -1.737 -1.021


[2]
A 2-piece molecular cluster, C3H6N3 overall in a non-equilibrium geometry, computed with wB97M-V/def2-TZVPD.

Output
Charge = +1
LUMO (alpha / beta) = -6.3 / -4.7 eV
Spin multiplicity = 1
Gap between HOMO and LUMO (alpha / beta) = 0.299 / 0.356 hartree
Relative energy (zero: lowest compared OMol25 entry of this formula, charge and spin) = 5.8438 eV
Molar mass = 84.10 g mol⁻¹
E_tot = -7665.532 eV

Atoms and positions in Å:
C 1.071 -1.312 -0.273
C 0.173 -1.477 0.811
C 0.848 -0.067 -0.809
N -0.652 -0.446 0.689
N -0.272 0.415 -0.240
N -1.092 1.484 -0.452
H 1.797 -1.937 -0.753
H 0.072 -2.155 1.630
H 1.406 0.397 -1.666
H -1.243 -0.089 1.353
H -0.996 2.124 -1.135
H -1.111 3.062 0.845


[3]
An isolated ion of composition C3H6N3 and charge +1 in a non-equilibrium geometry, computed with wB97M-V/def2-TZVPD.

Output
Charge = +1
LUMO (alpha / beta) = -5.7 / -5.7 eV
Spin multiplicity = 1
Gap between HOMO and LUMO (alpha / beta) = 0.314 / 0.314 hartree
Relative energy (zero: lowest compared OMol25 entry of this formula, charge and spin) = 3.3565 eV
Molar mass = 84.10 g mol⁻¹
SMILES = C/N=C\C[N+]#N
E_tot = -7668.020 eV

Atoms and positions in Å:
C -0.093 -0.030 -1.804
N -0.304 0.927 -0.791
C -0.207 0.991 0.419
C 0.321 -0.254 1.366
N 0.226 0.338 2.569
N 0.106 1.173 3.248
H -0.186 0.480 -2.758
H -0.871 -0.717 -1.738
H 0.886 -0.447 -1.716
H -0.558 1.891 0.988
H 1.286 -0.548 0.938
H -0.532 -0.951 1.437


[4]
An isolated ion of composition C3H6N3 and charge +1 in a non-equilibrium geometry, computed with wB97M-V/def2-TZVPD.

Output
Charge = +1
LUMO (alpha / beta) = -5.2 / -8.6 eV
Spin multiplicity = 3
Gap between HOMO and LUMO (alpha / beta) = 0.327 / 0.287 hartree
<S²> = 2.0285
Relative energy (zero: lowest compared OMol25 entry of this formula, charge and spin) = 2.6510 eV
Molar mass = 84.10 g mol⁻¹
E_tot = -7664.501 eV

Atoms and positions in Å:
C 0.976 1.553 -0.676
C 1.497 0.648 0.159
C -1.298 -1.503 0.473
N -0.963 0.606 -0.714
N -0.366 1.615 -1.051
N -0.934 -0.173 0.163
H 1.714 2.377 -0.973
H 0.844 -0.198 0.606
H 2.538 0.655 0.212
H -1.217 -2.258 -0.322
H -0.546 -1.833 1.213
H -2.244 -1.490 0.913


[5]
An isolated ion of composition C3H6N3O and charge +1 in a non-equilibrium geometry, computed with wB97M-V/def2-TZVPD.

Output
Charge = +1
LUMO = -4.4 eV
Spin multiplicity = 1
Gap between HOMO and LUMO = 0.353 hartree
Relative energy (zero: lowest compared OMol25 entry of this formula, charge and spin) = 3.9115 eV
Molar mass = 100.10 g mol⁻¹
SMILES = OC#[N+]N[C@@H]1CN1
E_tot = -9714.819 eV

Atoms and positions in Å:
O 3.086 0.809 -0.007
C 2.140 0.028 0.160
N 1.370 -0.845 0.018
N 0.168 -1.236 -0.139
C -0.876 -0.275 -0.460
C -1.185 0.878 0.418
N -1.889 -0.368 0.550
H 3.470 0.909 -0.906
H -0.102 -2.054 0.401
H -1.107 -0.275 -1.519
H -0.525 1.133 1.236
H -1.686 1.724 -0.041
H -2.863 -0.427 0.290


[6]
C3H6N3O as an isolated structure in a non-equilibrium geometry, computed with wB97M-V/def2-TZVPD.

Output
Charge = +1
LUMO (alpha / beta) = -5.2 / -5.2 eV
Spin multiplicity = 1
Gap between HOMO and LUMO (alpha / beta) = 0.336 / 0.336 hartree
Relative energy (zero: lowest compared OMol25 entry of this formula, charge and spin) = 5.3861 eV
Molar mass = 100.10 g mol⁻¹
E_tot = -9713.344 eV

Atoms and positions in Å:
C 0.022 -0.306 1.251
C -0.689 0.461 2.227
C 0.420 -0.272 -1.144
N -1.152 1.127 0.032
N -0.312 0.142 0.073
N -1.369 1.484 1.772
O -2.066 2.410 2.004
H 0.475 -1.190 1.612
H -0.729 0.085 3.263
H -0.334 -0.190 -1.948
H 1.135 0.417 -1.434
H 1.028 -1.099 -1.218
H -1.237 1.653 -0.751